w) Below is a 2-piece molecular cluster, C6H9NO overall, with properties calculated with ωB97M-V with the def2-TZVPD basis set.

Summary:
Frontier orbital gap: 8.90 eV
2S+1: 1
SMILES string: C=Cc1cc[nH]c1.O

Last column: natural (NBO) charge in e.
Geometry (Å):
C 2.6097 -0.4400 -0.9306  -0.389
C 1.4431 -1.0080 -0.6693  -0.189
C 0.0961 -0.4755 -0.6046  -0.165
C -1.1045 -1.0650 -0.0892  -0.292
C -2.0673 -0.0906 -0.1557  -0.073
N -1.5360 1.0410 -0.7338  -0.503
C -0.2282 0.7966 -1.0216  -0.037
H 3.6218 -0.8018 -0.7944  0.206
H 2.6719 0.4742 -1.5219  0.175
H 1.5110 -2.0456 -0.3175  0.197
H -1.2083 -2.0594 0.3082  0.228
H -3.1211 -0.1541 0.0609  0.212
H -1.9609 1.9431 -0.6247  0.416
H 0.3898 1.4248 -1.6425  0.214
O 0.5518 0.7894 3.0614  -0.933
H 0.3546 0.2205 2.3241  0.472
H -0.3218 0.9595 3.4105  0.461



x) Below is a single C6H9NO molecule, with properties calculated with ωB97M-V with the def2-TZVPD basis set.

Summary:
Frontier orbital gap (spin up / spin down): 8.63 / 8.63 eV
2S+1: 1

Last column: natural (NBO) charge in e.
Geometry (Å):
C 0.3963 -1.5157 1.5400  -0.291
C -0.5559 -0.6273 1.5292  -0.093
C 1.3262 -1.8306 0.4665  -0.084
C -0.8512 2.1580 -0.4962  -0.462
C -1.3771 0.9553 -1.2520  -0.487
C -0.2625 0.7500 -0.2854  0.171
N 1.0817 0.5130 -0.4951  -0.365
O 1.2902 -0.8928 -0.6073  -0.436
H 0.6673 -2.0697 2.4350  0.213
H -1.4318 -0.2271 1.9161  0.209
H 2.2982 -2.0104 0.8897  0.179
H 0.9454 -2.7376 -0.0124  0.211
H -0.2454 2.8702 -1.0181  0.217
H -1.3772 2.5313 0.3666  0.223
H -2.3604 0.3872 -1.1592  0.233
H -1.0295 0.9342 -2.3416  0.205
H 1.4857 0.8120 -1.4759  0.357



It comes down to w), which is 147.4 kcal/mol more stable than the next structure.



w) Below is a single C6H9NO molecule, with properties calculated with ωB97M-V with the def2-TZVPD basis set.

Summary:
Frontier orbital gap: 9.14 eV
2S+1: 1
SMILES string: C1N[C@@H]2CO[C@H]3[C@@H]1[C@H]32

Last column: natural (NBO) charge in e.
Geometry (Å):
C -1.7775 0.1039 -0.4866  -0.244
N -1.3482 -1.2026 0.1033  -0.580
C 0.0745 -0.8624 -0.0272  -0.049
C 1.6067 -1.1695 0.0360  -0.080
O 2.0275 0.1137 -0.5027  -0.521
C 1.1137 1.0901 -0.0212  0.132
C -0.6569 1.1873 -0.1226  -0.263
C 0.1764 0.5565 0.8622  -0.341
H -2.7682 0.3825 -0.1127  0.207
H -1.8788 -0.1208 -1.5216  0.195
H -1.5980 -1.2114 1.0430  0.346
H 0.1919 -0.5797 -1.0780  0.200
H 1.8641 -1.8639 -0.7392  0.199
H 2.1611 -1.2871 0.9833  0.188
H 1.5402 2.0699 -0.2309  0.214
H -0.8621 2.2043 -0.1711  0.201
H 0.1337 0.5891 1.9859  0.195



x) Below is a single C6H9NO molecule, with properties calculated with ωB97M-V with the def2-TZVPD basis set.

Summary:
Frontier orbital gap: 9.56 eV
2S+1: 1
SMILES string: O[C@H]1[C@H]2C[C@@H]1N1C[C@H]21

Last column: natural (NBO) charge in e.
Geometry (Å):
O 2.6952 -0.4448 -0.1286  -0.702
C 1.3624 -0.5464 -0.2435  0.148
C 0.3303 -0.3488 0.9331  -0.264
C 0.3289 1.2021 0.5853  -0.471
C 0.1784 0.7220 -0.8758  -0.083
N -0.9779 -0.2245 -1.1148  -0.390
C -2.0323 -0.1670 0.0840  -0.299
C -0.8987 -0.9907 0.2972  -0.102
H 3.0883 -0.1495 -0.9457  0.488
H 1.0257 -1.5380 -0.8148  0.143
H 0.3930 -0.7825 2.0403  0.237
H 1.3063 1.8368 0.7875  0.237
H -0.3535 2.1262 0.7568  0.214
H 0.1485 1.2619 -1.7068  0.195
H -2.5921 0.7402 0.3723  0.231
H -2.8842 -0.7391 -0.2835  0.202
H -1.1184 -1.9579 0.2569  0.214



y) Below is C6H9NO as an isolated structure, with properties calculated with ωB97M-V with the def2-TZVPD basis set.

Summary:
Frontier orbital gap: 9.62 eV
2S+1: 1

Last column: natural (NBO) charge in e.
Geometry (Å):
C 1.0550 -1.4172 1.2831  -0.117
C 0.5623 -0.5680 0.1497  0.195
C 1.1529 0.7833 -0.3786  -0.433
C -0.2114 0.7675 -1.1532  -0.093
C -1.2393 0.8634 -0.1493  -0.109
C -1.0499 -0.6503 0.3227  -0.451
H 0.2145 -2.2574 1.7689  0.176
H 1.7888 -0.9837 2.0839  0.201
H 1.4357 1.3737 0.5555  0.223
H 2.0483 0.6090 -1.0406  0.232
H 0.1406 0.0010 -1.7977  0.215
H -1.3360 2.5087 -1.1134  0.357
H -0.9915 1.5320 0.5883  0.164
H -1.6124 -1.0655 -0.5832  0.223
H -1.6937 -1.1756 1.0286  0.234
N -1.4297 1.4963 -1.4647  -0.532
O 1.1661 -1.8172 -0.1000  -0.485



z) Below is C6H9NO as an isolated structure, with properties calculated with ωB97M-V with the def2-TZVPD basis set.

Summary:
Frontier orbital gap: 9.11 eV
2S+1: 1

Last column: natural (NBO) charge in e.
Geometry (Å):
C 0.9471 0.2442 -1.5888  -0.689
C -0.0017 -0.1559 -0.5636  0.214
C 0.6746 -0.4342 0.8513  -0.118
C -0.6347 0.9873 0.1271  -0.123
C -1.6350 0.0137 1.0538  -0.204
C -0.6702 -0.8459 1.5766  -0.219
H 0.8098 0.4976 -2.8092  0.241
H 1.6840 -0.6988 -1.7586  0.204
H 1.7203 0.9841 -1.2248  0.267
H -0.1494 -1.4200 -2.0787  0.462
H 1.6081 -1.0564 1.1621  0.225
H 0.2692 1.5026 2.0040  0.369
H -0.9019 1.8590 -0.4369  0.217
H -2.7498 0.1847 1.1588  0.236
H -0.6863 -1.5069 2.4989  0.230
N 0.5779 1.0910 1.0380  -0.621
O -0.8620 -1.2461 -1.0101  -0.690



It comes down to w), which is 2.7 kcal/mol more stable than the next structure.



w) Below is a 2-piece molecular cluster, C6H9NO overall, with properties calculated with ωB97M-V with the def2-TZVPD basis set.

Summary:
Frontier orbital gap: 10.42 eV
2S+1: 1
SMILES string: c1ccncc1.CO

Last column: natural (NBO) charge in e.
Geometry (Å):
C -0.0987 1.5493 -1.8823  -0.154
C 0.0867 2.8308 -2.3758  -0.285
C 0.2854 3.9179 -1.5391  0.035
N 0.4456 3.7185 -0.1859  -0.419
C 0.2481 2.4272 0.3372  0.001
C -0.1441 1.3374 -0.3871  -0.275
H -0.2289 0.7251 -2.6344  0.221
H 0.0565 2.8698 -3.5475  0.221
H 0.5409 4.9107 -2.0342  0.207
H 0.4200 2.3824 1.4826  0.210
H 0.0864 0.1895 -0.1302  0.239
C -0.1295 -4.5656 1.8000  -0.252
O -0.8105 -3.9962 2.9146  -0.742
H -0.4927 -3.8690 0.9790  0.183
H 0.9613 -4.3935 1.8324  0.169
H -0.4874 -5.5954 1.6185  0.173
H -0.7391 -4.4387 3.7522  0.469



x) Below is a 2-piece molecular cluster, C6H9NO overall, with properties calculated with ωB97M-V with the def2-TZVPD basis set.

Summary:
Frontier orbital gap: 8.93 eV
2S+1: 1
SMILES string: c1ccncc1.CO

Last column: natural (NBO) charge in e.
Geometry (Å):
C 2.5343 -0.4415 0.9180  -0.146
C 1.4162 -1.0974 1.4177  -0.236
C 0.3091 -1.1603 0.7777  0.017
N -0.1016 -0.2839 -0.2233  -0.416
C 0.9934 0.3383 -0.7289  0.067
C 2.2113 0.2219 -0.1011  -0.277
H 3.4405 -0.8808 1.4313  0.241
H 1.6113 -1.8032 2.2099  0.209
H -0.3569 -1.9266 1.1607  0.206
H 0.9287 1.2064 -1.3458  0.207
H 2.9194 0.8549 -0.4413  0.207
C -2.9632 1.0141 -0.7589  -0.232
O -2.4575 -0.0454 -1.5104  -0.779
H -3.8300 1.3635 -1.2025  0.171
H -3.0736 0.8519 0.2487  0.146
H -2.0863 1.7482 -0.8510  0.124
H -1.4951 0.0399 -1.0009  0.491



y) Below is C6H9NO as an isolated structure, with properties calculated with ωB97M-V with the def2-TZVPD basis set.

Summary:
Frontier orbital gap: 9.50 eV
2S+1: 1

Last column: natural (NBO) charge in e.
Geometry (Å):
C 0.9904 -0.1076 -0.0317  0.172
C 0.8292 -0.5007 1.3958  -0.445
C 0.0489 0.6971 0.8845  -0.091
C -0.8124 0.8673 -1.1480  -0.220
C -0.1447 -0.4825 -0.9181  -0.258
C -1.4186 -0.7044 0.0130  -0.232
H 2.7629 -0.2168 -0.7409  0.475
H 0.3910 -1.4284 1.7225  0.215
H 1.6408 -0.1647 2.1084  0.235
H 0.5135 1.6575 1.2079  0.219
H -1.7019 0.9382 -1.7296  0.201
H -0.1058 1.6434 -1.3025  0.201
H 0.0098 -1.2117 -1.6748  0.209
H -2.4230 -0.8865 -0.5259  0.202
H -1.4664 -1.2965 0.9014  0.197
N -1.2647 0.7424 0.3146  -0.393
O 2.1509 0.4536 -0.4765  -0.687



z) Below is a single C6H9NO molecule, with properties calculated with ωB97M-V with the def2-TZVPD basis set.

Summary:
Frontier orbital gap: 10.18 eV
2S+1: 1
SMILES string: O=C[C@@H]1[C@H]2CNC[C@@H]12

Last column: natural (NBO) charge in e.
Geometry (Å):
O 3.7010 0.0345 -0.3388  -0.523
C 2.5237 -0.0249 0.1102  0.452
C 1.0494 0.0031 -0.5059  -0.336
C 0.1852 0.7097 0.4534  -0.253
C -1.1278 1.2506 -0.2280  -0.232
N -2.0636 0.0406 -0.1659  -0.589
C -1.2271 -1.1720 -0.3478  -0.245
C 0.0887 -0.7811 0.3191  -0.236
H 2.3957 -0.3481 1.2056  0.087
H 0.9972 0.3562 -1.5240  0.239
H 0.6429 1.0750 1.3580  0.230
H -0.8839 1.4813 -1.2721  0.194
H -1.6441 2.0413 0.3023  0.218
H -2.3121 0.0398 0.8189  0.333
H -1.0735 -1.1523 -1.4268  0.202
H -1.7580 -2.0467 0.1270  0.222
H 0.5062 -1.5072 1.1148  0.237



It comes down to w), which is 4.5 kcal/mol more stable than the next structure.



w) Below is a single C6H9NO molecule, with properties calculated with ωB97M-V with the def2-TZVPD basis set.

Summary:
Frontier orbital gap: 9.74 eV
2S+1: 1
SMILES string: N[C@@H]1[C@@H]2C[C@@H]3O[C@@H]3[C@H]12

Last column: natural (NBO) charge in e.
Geometry (Å):
N 0.7827 1.0583 -1.4346  -0.828
C -0.3527 1.4351 -0.6298  -0.043
C 0.0021 1.0606 0.7087  -0.225
C 1.0702 -0.1184 0.7831  -0.486
C 0.2766 -1.5403 0.6991  0.044
O 0.1701 -1.7765 -0.7544  -0.507
C -0.8735 -1.2648 -0.0691  0.023
C -1.1842 0.2032 -0.0247  -0.313
H 0.1863 0.8967 -2.2184  0.344
H 0.9424 -0.0197 -1.3097  0.391
H -0.9005 2.2850 -0.8541  0.214
H -0.3914 1.8177 1.4737  0.229
H 1.6207 -0.1029 1.8743  0.230
H 2.0256 0.1752 0.2169  0.270
H 0.3113 -2.3893 1.3978  0.216
H -1.5205 -2.2263 -0.1003  0.217
H -2.1653 0.5062 0.2415  0.224



x) Below is C6H9NO as an isolated structure, with properties calculated with ωB97M-V with the def2-TZVPD basis set.

Summary:
Frontier orbital gap (spin up / spin down): 7.49 / 7.50 eV
2S+1: 1

Last column: natural (NBO) charge in e.
Geometry (Å):
C -0.8812 -0.0821 -1.4358  -0.520
C 1.7623 0.9688 -1.3923  -0.185
N 1.1453 0.0462 -1.8579  -0.312
H -1.1884 -1.0318 -1.0162  0.191
H -1.4189 0.8059 -1.1215  0.184
H -0.8510 -0.1340 -2.5127  0.214
H 2.7907 1.2678 -1.5734  0.224
H 1.2381 1.4229 -0.1999  0.344
C -1.4492 0.2875 1.4006  -0.675
C -0.0396 0.2332 0.8874  0.452
C 0.6690 -1.0005 1.0338  -0.128
C 1.2375 -2.0581 1.1227  -0.140
O 0.6115 1.3450 0.8149  -0.599
H -1.4201 0.2357 2.4934  0.244
H -2.0450 -0.5536 1.0460  0.230
H -1.9166 1.2285 1.1153  0.237
H 1.7557 -2.9815 1.1954  0.238



y) Below is C6H9NO as an isolated structure, with properties calculated with ωB97M-V with the def2-TZVPD basis set.

Summary:
Frontier orbital gap (spin up / spin down): 6.93 / 7.12 eV
2S+1: 1

Last column: natural (NBO) charge in e.
Geometry (Å):
C 0.7660 0.2897 -0.2808  0.221
C 2.1081 0.7257 -0.7834  -0.650
C -2.1491 -0.1920 0.7008  -0.568
N 0.8754 -0.7828 0.6508  -0.667
C 0.0949 -1.8294 0.4274  0.584
C -0.3746 1.0016 -0.5741  -0.300
C -1.7171 0.7774 -0.2277  -0.141
O 0.2529 -2.9850 0.7144  -0.569
H 1.6687 -0.8325 1.2970  0.385
H -0.2221 1.7860 -1.3080  0.214
H -2.4575 1.2866 -0.8338  0.207
H 2.0321 1.5826 -1.4488  0.225
H 2.6199 -0.0855 -1.3060  0.229
H 2.7448 1.0109 0.0649  0.217
H -1.3173 -1.2894 0.4161  0.157
H -1.7038 -0.1421 1.6919  0.232
H -3.2210 -0.3219 0.7994  0.223



It comes down to y), which is 51.0 kcal/mol more stable than the next structure.



w) Below is C6H9NO as an isolated structure, with properties calculated with ωB97M-V with the def2-TZVPD basis set.

Summary:
Frontier orbital gap (spin up / spin down): 7.54 / 7.54 eV
2S+1: 1

Last column: natural (NBO) charge in e.
Geometry (Å):
C 0.5233 0.2746 -0.5881  -0.404
C 1.9006 0.8438 0.7335  0.177
C 0.3307 -1.0524 -0.5668  0.327
C -0.9538 0.4417 -0.1343  0.195
N -1.6994 1.2275 -1.0157  -0.811
C 0.4696 -2.3366 -0.4135  -0.559
C -1.3351 0.2307 1.1428  -0.516
O 2.9968 0.7757 0.1323  -0.618
H 0.7402 0.7623 -1.5331  0.258
H -2.6799 1.3105 -0.7963  0.387
H -1.5092 1.0882 -1.9968  0.381
H 1.4231 1.8255 0.9256  0.133
H 1.6866 0.1468 1.5699  0.117
H -0.3358 -3.0348 -0.5873  0.247
H 1.4483 -2.7493 -0.1969  0.267
H -0.7552 -0.4002 1.7896  0.213
H -2.2508 0.6460 1.5350  0.207



x) Below is a single C6H9NO molecule, with properties calculated with ωB97M-V with the def2-TZVPD basis set.

Summary:
Frontier orbital gap: 9.47 eV
2S+1: 1
SMILES string: C1=C[C@@H]2CNC[C@@H]1O2

Last column: natural (NBO) charge in e.
Geometry (Å):
C -1.9915 -0.6950 0.0930  -0.201
C -2.0461 0.6634 0.0804  -0.194
C -0.4917 1.0907 0.1486  -0.030
C 1.1346 1.3543 0.2339  -0.138
N 1.6580 0.0016 -0.1200  -0.638
C 1.1051 -1.3593 0.2573  -0.157
C -0.4709 -1.0990 0.0457  -0.028
O -0.2180 -0.0023 0.9444  -0.545
H -2.8530 -1.3126 -0.0801  0.221
H -2.9071 1.2543 -0.2065  0.224
H -0.3534 0.7926 -0.9802  0.147
H 1.4649 2.1310 -0.4648  0.196
H 1.3550 1.6317 1.2492  0.204
H 2.0035 -0.0082 -1.0996  0.361
H 1.6312 -2.1217 -0.3979  0.194
H 1.3601 -1.6152 1.3051  0.214
H -0.3806 -0.7062 -1.0085  0.170



y) Below is a single C6H9NO molecule, with properties calculated with ωB97M-V with the def2-TZVPD basis set.

Summary:
Frontier orbital gap: 9.54 eV
2S+1: 1
SMILES string: CC1=C[C@]2(N)O[C@]12C

Last column: natural (NBO) charge in e.
Geometry (Å):
C 2.3526 0.5159 0.1404  -0.657
C 0.8795 0.6073 0.1168  0.043
C -0.0404 1.5728 0.1206  -0.223
C -1.1952 0.5675 0.1978  0.338
N -2.4541 0.6939 -0.3908  -0.820
O -0.9452 -0.2268 1.3682  -0.511
C -0.1941 -0.5049 0.1895  0.170
C -0.1551 -1.8725 -0.4023  -0.634
H 2.7970 1.5071 0.0968  0.224
H 2.7058 -0.0744 -0.7049  0.222
H 2.6765 0.0167 1.0538  0.227
H -0.0281 2.6426 0.1617  0.208
H -3.0186 1.3847 0.0937  0.370
H -2.9474 -0.1919 -0.3918  0.374
H 0.0916 -1.8036 -1.4602  0.223
H -1.1225 -2.3567 -0.2901  0.225
H 0.5977 -2.4778 0.1009  0.220



It comes down to y), which is 64.8 kcal/mol more stable than the next structure.